{"formula": "C59H111N9O25", "method": "the ωB97M-V functional and the def2-TZVPD basis", "species": ["O", "C", "O", "C", "C", "C", "H", "H", "H", "H", "H", "H", "O", "C", "O", "C", "C", "C", "H", "H", "H", "H", "H", "H", "O", "C", "O", "C", "C", "C", "H", "H", "H", "H", "H", "H", "O", "C", "O", "C", "C", "C", "H", "H", "H", "H", "H", "H", "O", "C", "O", "C", "C", "C", "H", "H", "H", "H", "H", "H", "O", "C", "O", "C", "C", "C", "H", "H", "H", "H", "H", "H", "O", "C", "O", "C", "C", "C", "H", "H", "H", "H", "H", "H", "O", "C", "O", "C", "C", "C", "H", "H", "H", "H", "H", "H", "C", "O", "N", "C", "C", "H", "H", "H", "H", "H", "H", "H", "C", "O", "N", "C", "C", "H", "H", "H", "H", "H", "H", "H", "C", "O", "N", "C", "C", "H", "H", "H", "H", "H", "H", "H", "C", "O", "N", "C", "C", "H", "H", "H", "H", "H", "H", "H", "C", "O", "N", "C", "C", "H", "H", "H", "H", "H", "H", "H", "C", "O", "N", "C", "C", "H", "H", "H", "H", "H", "H", "H", "C", "O", "N", "C", "C", "H", "H", "H", "H", "H", "H", "H", "C", "O", "N", "C", "C", "H", "H", "H", "H", "H", "H", "H", "C", "O", "N", "C", "C", "H", "H", "H", "H", "H", "H", "H"], "coordinates": [[-2.1748, -1.2026, 3.3259], [-2.9095, -2.0133, 3.8514], [-3.8664, -1.6375, 4.6839], [-4.5596, -2.7953, 5.1080], [-3.9523, -4.0590, 4.5742], [-2.9439, -3.5184, 3.5701], [-5.6183, -2.7261, 4.7323], [-4.5731, -2.7858, 6.1713], [-4.6774, -4.7145, 4.0955], [-3.5368, -4.5688, 5.4224], [-3.3372, -3.5265, 2.5710], [-1.9138, -3.9583, 3.6589], [-1.3240, 3.4728, -2.0585], [-0.6970, 4.4763, -2.2096], [-0.5104, 5.3556, -1.1481], [0.5433, 6.2739, -1.4779], [0.4328, 6.4453, -2.9587], [-0.0444, 5.0698, -3.4406], [1.4842, 5.8601, -1.0958], [0.3248, 7.2340, -1.0078], [1.3433, 6.7504, -3.4228], [-0.2623, 7.2767, -3.1774], [0.7471, 4.4724, -3.7822], [-0.8377, 5.1641, -4.1743], [-2.8960, -0.9802, -1.0160], [-3.6576, -1.1974, -1.9181], [-3.9865, -2.5169, -2.3393], [-5.0943, -2.4647, -3.2881], [-5.8045, -1.1583, -3.1061], [-4.6742, -0.2738, -2.6187], [-5.6689, -3.3502, -2.9673], [-4.6887, -2.6207, -4.3072], [-6.6436, -1.2938, -2.4454], [-6.2355, -0.7644, -4.0796], [-4.9297, 0.6532, -2.0206], [-4.1052, 0.2109, -3.4723], [7.2021, 1.5603, 3.4671], [6.1010, 1.9390, 3.7691], [5.0327, 1.9464, 2.9358], [3.7771, 2.2249, 3.6059], [4.0906, 2.0616, 5.0872], [5.5806, 2.2438, 5.1745], [3.0416, 1.4896, 3.2579], [3.5196, 3.2306, 3.3165], [3.7407, 1.0801, 5.3913], [3.4936, 2.8008, 5.6488], [6.1201, 1.5769, 5.8568], [5.8151, 3.2760, 5.4908], [1.9518, 3.6315, -0.8645], [2.8023, 2.7841, -0.7519], [2.7494, 1.6768, -0.0877], [4.0199, 1.0445, 0.0145], [5.0427, 1.9647, -0.6212], [4.1915, 2.9074, -1.3480], [3.9909, 0.1182, -0.5472], [4.1632, 0.7615, 1.0408], [5.7227, 1.3679, -1.2471], [5.6147, 2.4569, 0.1445], [4.1544, 2.5024, -2.3736], [4.4273, 3.9437, -1.3333], [-1.7617, -2.8198, 7.2560], [-1.1655, -1.8386, 6.9165], [-0.3274, -1.8408, 5.8594], [0.1768, -0.5100, 5.5789], [-0.8221, 0.3908, 6.2534], [-1.2017, -0.3814, 7.5066], [0.2255, -0.3510, 4.5246], [1.1750, -0.4502, 6.0389], [-1.7410, 0.5327, 5.6701], [-0.3682, 1.3082, 6.6857], [-2.2769, -0.1331, 7.8433], [-0.6004, -0.2282, 8.4089], [0.4502, -1.8415, -2.0263], [0.3665, -1.0175, -1.0885], [0.5830, -1.3332, 0.1639], [0.2190, -0.2354, 1.0491], [-0.4751, 0.8542, 0.2280], [-0.0457, 0.4457, -1.1792], [1.1973, 0.0180, 1.5004], [-0.3749, -0.6717, 1.8582], [-0.0997, 1.8707, 0.3950], [-1.5478, 0.8149, 0.3547], [0.8506, 1.0752, -1.3322], [-0.6779, 0.6870, -1.9969], [3.3539, -0.2920, -6.1304], [2.2998, 0.2944, -6.0645], [1.4044, 0.4480, -7.0262], [0.2636, 1.1436, -6.4735], [0.7546, 1.7971, -5.2553], [1.7620, 0.8291, -4.7449], [-0.5608, 0.4751, -6.2236], [-0.0612, 1.8596, -7.2007], [-0.1242, 1.9469, -4.5416], [1.2276, 2.7718, -5.5026], [1.2588, 0.0928, -4.1417], [2.5893, 1.2269, -4.1736], [-5.5599, 2.3800, -4.6461], [-6.6636, 2.4071, -4.1402], [-4.4788, 3.0922, -4.3053], [-3.1305, 2.5982, -4.6801], [-4.5010, 3.9613, -3.0859], [-5.3129, 1.7622, -5.5296], [-2.6186, 2.2593, -3.8008], [-2.5655, 3.4700, -5.0439], [-3.2680, 1.8142, -5.4283], [-5.4399, 4.4836, -2.9453], [-4.2187, 3.4073, -2.1384], [-3.6701, 4.6912, -3.1932], [0.3290, -5.1964, -1.2929], [1.2167, -6.0160, -1.4055], [-0.3209, -5.0074, -0.0705], [-1.1964, -3.8904, 0.0543], [-0.0834, -5.9469, 0.9972], [-0.0289, -4.4905, -2.0442], [-1.3013, -3.4106, -0.9088], [-0.8532, -3.2114, 0.8184], [-2.2333, -4.2399, 0.3175], [-0.6854, -6.8040, 0.8036], [0.9635, -6.2190, 1.1102], [-0.3316, -5.4600, 1.9416], [3.0633, -1.6031, 3.3363], [3.8662, -0.7369, 2.9894], [2.6556, -2.6275, 2.5894], [1.6617, -3.5775, 3.0691], [3.2993, -2.8922, 1.2616], [2.5378, -1.6599, 4.3045], [0.6206, -3.4639, 2.6739], [1.6308, -3.4610, 4.1323], [1.9628, -4.6128, 2.8438], [3.9497, -2.0510, 1.0038], [3.8152, -3.8382, 1.3181], [2.5407, -3.0378, 0.5648], [-1.8331, -1.6677, -4.9334], [-2.1672, -0.6047, -5.4571], [-1.0366, -2.6040, -5.5354], [-0.7163, -3.7858, -4.7626], [-0.1751, -2.3082, -6.7121], [-2.2085, -2.0587, -3.9657], [-0.9599, -4.6429, -5.3709], [-1.2963, -3.7894, -3.8536], [0.3731, -3.8037, -4.5312], [0.8797, -2.0363, -6.5455], [-0.2157, -3.2345, -7.2048], [-0.6085, -1.5737, -7.3878], [0.5458, 3.1166, 3.2670], [0.5246, 2.4515, 4.2754], [0.3171, 4.4696, 3.2472], [0.2731, 5.3058, 2.0274], [0.1089, 5.0767, 4.5945], [0.7414, 2.8498, 2.2343], [0.4321, 4.5787, 1.2365], [0.9652, 6.1280, 2.0512], [-0.7237, 5.6592, 1.8555], [-0.0694, 6.1298, 4.4688], [-0.7630, 4.6444, 5.0480], [0.9547, 4.8354, 5.2404], [4.5162, -1.3896, -3.5622], [4.2347, -0.6109, -2.6612], [4.1459, -2.7075, -3.5941], [4.3883, -3.4816, -4.8019], [3.2245, -3.2998, -2.5955], [5.0933, -1.0403, -4.4179], [5.1112, -2.9135, -5.4246], [3.5334, -3.6419, -5.4519], [4.7176, -4.4711, -4.6050], [2.2795, -3.4471, -3.1082], [3.6127, -4.3201, -2.3239], [3.0601, -2.6727, -1.7025], [-8.0602, -2.0435, 2.2656], [-8.1227, -3.2406, 2.2244], [-7.0908, -1.2714, 1.8619], [-7.2393, 0.1416, 1.9257], [-5.9244, -1.7561, 1.1543], [-8.9028, -1.4845, 2.6862], [-8.0202, 0.3920, 2.6588], [-7.5808, 0.5421, 0.9584], [-6.2663, 0.5446, 2.1202], [-5.7504, -1.2094, 0.2387], [-4.9552, -1.7453, 1.7336], [-6.1064, -2.8072, 0.8349], [9.2223, -2.1473, 0.2141], [9.6871, -2.8995, -0.6370], [7.8861, -1.8892, 0.4425], [7.5203, -0.7451, 1.2473], [6.8824, -2.3215, -0.4731], [9.8455, -1.5485, 0.8872], [6.6906, -1.0064, 1.8728], [7.3342, 0.1514, 0.6222], [8.3306, -0.5687, 1.9777], [6.1655, -2.9719, 0.0549], [6.3328, -1.4470, -0.8821], [7.3440, -2.8841, -1.3341], [-4.0435, 1.6733, 1.1665], [-4.5730, 1.9557, 0.1156], [-3.2756, 2.4925, 1.8822], [-2.4478, 1.9024, 2.9776], [-3.0409, 3.7725, 1.3419], [-4.0527, 0.6160, 1.6320], [-1.4529, 1.7636, 2.5548], [-2.8393, 0.9352, 3.2925], [-2.4775, 2.5832, 3.8730], [-2.6140, 4.3439, 2.1837], [-2.3842, 3.6977, 0.4606], [-3.9549, 4.3505, 1.1076]], "atomic_forces_ev_per_a": [[-0.3, -0.5, 0.3], [1.5, 0.3, -1.1], [0.3, -0.2, -0.1], [-3.3, 0.0, 0.0], [0.4, -0.1, -0.5], [1.1, 0.4, 1.0], [0.9, 0.3, 0.4], [-0.1, 0.1, 0.9], [-0.1, 0.1, 0.1], [0.7, -0.5, 0.0], [0.1, -0.5, -0.7], [-1.0, 0.5, -0.4], [0.0, -0.2, -0.3], [0.4, 0.9, 1.3], [-0.1, -0.8, -0.6], [-0.2, 0.4, 0.8], [-0.4, 0.2, -0.8], [-1.4, 1.4, 0.7], [-0.2, 0.1, -0.3], [0.0, -0.2, 0.4], [0.9, 0.1, -0.3], [-0.1, -0.7, 0.0], [1.0, -1.0, -0.5], [0.1, -0.2, -0.4], [0.0, -0.3, -1.0], [-2.2, -0.9, 0.5], [0.8, 1.9, 0.3], [0.6, -1.8, 0.1], [-0.2, 0.8, -1.7], [1.3, 2.2, 0.0], [-0.1, 0.4, -0.6], [-0.2, 0.1, 0.5], [-0.1, 0.3, 0.6], [0.5, -0.5, 1.1], [0.1, -1.4, -0.1], [-0.6, -0.8, 0.5], [-0.6, 0.7, -0.3], [-0.7, -0.9, 0.7], [0.5, 0.0, -0.6], [0.8, -0.6, -0.3], [-1.3, 0.3, 0.2], [0.9, 0.4, 0.4], [0.3, 0.4, 0.0], [-0.4, 0.4, 0.0], [0.2, -0.2, 0.1], [0.4, -0.3, 0.0], [-0.3, 0.1, -0.1], [0.2, -0.4, -0.4], [-1.0, -0.5, 0.3], [1.9, 1.5, -1.2], [-1.7, -0.7, 1.3], [0.5, -1.6, -0.2], [1.1, -0.9, 1.2], [-1.1, -0.1, -1.8], [-0.3, -0.1, -0.3], [0.2, 0.3, 0.5], [-0.3, 0.4, 0.1], [0.4, 0.2, 0.4], [-0.4, 0.7, 0.0], [0.6, 0.8, -0.2], [0.0, 0.0, 0.0], [0.1, 0.9, 0.9], [0.0, -0.2, -0.4], [0.0, -0.2, 1.0], [0.4, 1.3, 1.9], [-2.6, -1.2, -0.1], [0.1, -0.1, -0.7], [-0.2, 0.2, -0.2], [0.6, 0.3, -0.1], [-0.4, -0.1, -1.3], [1.6, -0.6, -0.5], [0.3, -0.3, -0.5], [0.0, 1.9, 2.3], [-0.7, -0.8, -3.2], [-0.2, -0.3, 0.4], [1.1, -0.2, 1.3], [0.3, -0.4, -0.4], [1.4, 0.5, 0.3], [-0.5, 0.5, -0.2], [-0.2, 0.1, -0.3], [-0.2, -0.3, 0.3], [-0.2, 0.0, 0.0], [0.0, -0.7, -0.4], [-0.9, -0.1, -0.5], [-0.4, 0.2, -1.1], [0.9, -1.5, 2.2], [-0.1, 0.0, -0.6], [-0.7, -0.2, -0.8], [-1.2, 2.2, 2.0], [0.5, 0.5, -0.4], [0.3, -0.3, -0.4], [-0.3, 0.2, -0.6], [1.2, 0.1, -0.8], [-0.3, -0.4, 0.3], [0.1, -0.9, 0.1], [0.1, 0.1, 0.2], [-0.2, -0.4, -0.5], [0.1, 0.2, 0.1], [0.9, 0.7, 1.8], [-1.3, 1.2, -0.3], [1.4, -0.6, 0.2], [-0.3, -0.2, 0.0], [0.3, -0.5, 0.4], [0.0, -0.4, -0.3], [0.4, 0.1, 0.1], [-0.1, -0.2, -0.2], [-0.6, 0.2, -1.1], [-0.6, -0.2, -0.2], [-0.2, -0.1, 2.6], [-0.1, 0.0, -0.8], [1.4, -0.1, -2.3], [-1.9, -0.8, 0.5], [0.3, 1.1, 0.4], [0.2, 0.0, -0.3], [0.2, 0.4, 0.0], [0.0, 0.5, 0.1], [0.7, 0.3, 0.0], [-0.4, -1.0, 0.3], [0.1, -0.1, -0.5], [-0.4, -0.2, 0.0], [0.1, 0.3, -0.2], [-0.5, -0.5, 0.6], [0.3, -0.8, -1.8], [-0.2, -0.3, -0.5], [0.2, 0.5, 2.1], [0.3, 0.5, 0.2], [0.9, 0.4, 0.0], [-0.3, -0.1, 0.7], [0.1, 0.4, 0.1], [-0.2, -0.3, 0.1], [0.6, -0.2, 0.1], [-1.4, 0.1, -1.4], [0.2, -0.3, -1.3], [0.2, -0.5, 0.8], [0.4, 1.8, 0.7], [1.2, 0.2, -0.6], [-0.9, 0.1, 0.6], [0.0, 0.5, -0.2], [0.0, -0.6, 0.0], [-0.1, -0.1, 0.3], [-0.7, -0.1, 0.1], [-0.5, -0.1, 0.6], [0.4, -1.2, -1.2], [-0.2, 0.1, 0.4], [-0.3, 2.8, -0.8], [0.2, -0.7, 0.2], [0.0, 0.4, 1.6], [-0.3, -2.1, 0.8], [0.2, -0.6, -1.2], [0.3, -1.2, -0.4], [0.5, 0.4, -0.6], [0.5, 0.1, 0.0], [-0.6, 0.5, 0.1], [0.2, 0.5, 0.1], [-0.5, -0.3, 0.3], [0.0, 0.3, -0.1], [-0.6, -0.7, 0.5], [0.0, 0.0, 0.1], [-0.1, 0.6, 0.2], [0.3, 1.4, -0.7], [0.8, -0.6, -0.4], [0.1, -0.3, -0.3], [-0.2, -0.6, 0.4], [-0.7, 0.4, 0.1], [0.8, -0.8, 0.5], [-0.4, 0.0, 0.2], [-0.3, 1.0, -0.1], [0.3, -0.2, -0.7], [-1.8, -0.5, 0.8], [0.3, -1.8, -0.2], [2.1, 0.7, -0.8], [-0.9, 0.7, -0.6], [0.6, -1.7, 0.0], [-0.2, 0.4, 0.2], [0.6, 0.1, 0.0], [0.2, 0.0, 0.1], [0.2, 0.7, 0.5], [-0.1, 0.5, -0.2], [-1.1, 0.2, -0.2], [0.1, 0.6, 0.4], [-0.6, -0.3, -0.9], [-0.6, 0.7, 0.9], [1.5, 0.2, -0.3], [1.2, 0.0, 0.5], [-0.4, -0.8, -1.3], [0.2, -0.1, 0.2], [-0.9, 0.1, 0.1], [0.0, -0.4, 0.5], [-0.3, 0.3, -0.5], [0.1, 0.1, -0.4], [0.2, -0.4, 0.2], [-0.4, 0.5, 1.0], [0.5, -2.1, 0.5], [-0.6, 0.1, -0.4], [-0.6, -1.8, 1.3], [-0.7, 1.5, -0.2], [0.6, 1.8, 0.6], [-0.3, 1.1, -0.6], [0.1, 0.0, 0.6], [0.0, 0.1, -0.3], [0.4, -0.5, -0.9], [0.4, 0.1, -0.6], [-0.1, 0.4, 0.2], [0.2, -0.8, -0.2]], "mulliken_charge": [0.40, -0.39, -0.44, -0.58, -0.79, 0.44, 0.29, 0.48, 0.29, 0.32, 0.10, 0.05, -0.03, 0.05, -0.30, -0.28, -0.89, -0.03, 0.11, 0.43, 0.35, 0.34, 0.01, 0.28, -0.23, -0.24, -0.44, -0.43, -0.60, 0.80, 0.37, 0.16, 0.33, 0.33, 0.30, -0.52, -0.61, 0.33, -0.03, 0.79, -0.58, -0.63, -0.86, 0.54, 0.16, 0.32, 0.32, 0.27, -0.41, 0.01, 0.48, 1.24, -0.73, -0.76, -0.60, -0.37, 0.45, 0.31, 0.01, 0.58, -0.63, 0.52, -0.28, 0.37, 0.20, -0.71, -0.48, 0.40, -0.16, 0.27, 0.29, 0.36, -0.16, -0.45, 0.24, 0.25, 2.43, -0.15, -0.50, 0.00, -0.71, -0.66, -0.20, 0.35, -0.59, 0.26, -0.37, 0.00, 0.90, 0.97, -0.29, 0.46, -0.78, 0.26, -0.57, -0.20, 0.03, -0.60, 0.16, -0.42, -0.79, 0.47, -0.19, 0.24, 0.35, 0.34, 0.21, 0.26, 0.36, -0.67, 0.33, 0.83, -1.00, 0.02, -0.64, -0.59, 0.34, 0.39, 0.29, 0.21, 0.13, -0.45, 0.20, -0.71, 0.03, 0.06, -0.13, 0.56, 0.33, -0.33, 0.52, -0.32, 1.05, -0.75, 0.14, -0.66, -1.06, -0.49, 0.45, 0.10, 0.01, 0.19, 0.53, 0.30, 0.52, -0.57, 0.25, -0.84, -1.22, 0.02, -0.05, 0.49, 0.39, 0.45, 0.33, 0.26, -0.42, -0.59, 0.51, -0.95, 0.65, 0.40, 0.31, 0.25, 0.38, -0.73, 0.33, -0.39, 0.06, -0.57, 0.32, -0.65, -0.85, 0.31, 0.37, 0.29, 0.07, 0.32, -0.04, 0.38, 0.17, -0.59, 0.12, -0.82, -0.58, 0.31, 0.12, 0.28, 0.40, 0.15, 0.07, 0.34, 0.37, -0.63, 0.27, 0.32, -1.19, 0.05, -0.30, -0.40, 0.31, 0.26, 0.35, 0.34], "charge": 0, "orbital_gap_ev": 9.13, "largest_force_ha_per_bohr": 0.06486}